A single C11H15N molecule in a non-equilibrium geometry. Source: OMol25; level of theory: the ωB97M-V functional and the def2-TZVPD basis.

Properties
- LUMO (eV) = 0.7
- relative energy (zero: lowest compared OMol25 entry of this formula, charge and spin) (kJ/mol) = 625.6
- structure (SMILES) = CN[C@@H]1CCCc2ccccc21

Geometry as XYZ:
```
27
Properties=species:S:1:pos:R:3:forces:R:3
C -1.5663 -1.4676 2.3415 -2.4 0.8 2.9
N -0.4526 -1.4264 1.3869 3.0 -1.0 7.3
C -0.6708 -0.7504 0.2491 -4.7 -0.3 -5.8
C -0.5243 -1.9011 -0.8191 2.9 4.4 -3.7
C -0.3101 -1.2410 -2.2954 -2.1 3.8 2.0
C 0.5173 0.2869 -2.1620 -1.5 -3.2 -2.8
C 0.7923 0.9627 -0.9013 2.9 3.0 -8.8
C 1.4707 2.1856 -0.9951 2.7 0.3 5.4
C 1.9501 2.7058 0.2954 -4.4 -3.3 -1.7
C 1.3230 2.1650 1.4899 -3.4 -2.2 -3.9
C 0.2092 1.2098 1.3542 2.4 1.2 0.2
C 0.0867 0.5805 0.0292 -5.3 -3.4 12.5
H -2.2026 -0.4881 2.8777 2.5 -1.5 -1.6
H -2.3522 -1.7848 1.7079 -1.1 -0.6 -0.5
H -1.6996 -2.1855 3.2806 1.6 1.0 -2.2
H 0.5578 -1.2721 1.7783 -2.8 -0.4 -0.7
H -1.8806 -0.7187 0.1672 2.5 1.3 0.3
H -1.3473 -2.5374 -0.9292 -0.8 -1.3 0.7
H 0.4609 -2.2295 -0.6402 0.8 -1.7 0.6
H -1.3921 -1.0479 -2.6709 1.9 -0.1 0.2
H 0.2540 -1.7033 -3.0755 0.2 -1.0 -0.1
H 1.3948 0.0407 -2.6801 1.8 -0.4 -0.4
H 0.1047 0.9706 -2.8988 -0.7 0.2 0.2
H 1.9563 2.5544 -1.8586 0.0 0.2 -1.0
H 2.4132 3.6210 0.2951 1.6 1.8 0.3
H 1.3498 2.6192 2.3933 0.8 1.5 2.7
H -0.4425 0.8519 2.2797 1.6 1.0 -2.2
```
Positions in Å, forces in eV/Å.

***

2 unconnected molecules or ions with the total composition C11H15N in a non-equilibrium geometry. Source: OMol25; level of theory: the ωB97M-V functional and the def2-TZVPD basis.

Properties
- LUMO (eV) = 1.0
- relative energy (zero: lowest compared OMol25 entry of this formula, charge and spin) (kJ/mol) = 47.5
- structure (SMILES) = Cc1c[nH]c2ccccc12.CC

Geometry as XYZ:
```
27
Properties=species:S:1:pos:R:3:forces:R:3
C -2.4007 -0.4577 -0.3484 0.6 -0.4 -0.2
C -1.0279 -0.7294 -0.8982 0.1 -0.3 -0.1
C -0.6819 -1.2073 -2.1213 0.0 0.2 -0.4
N 0.6803 -1.4526 -2.1809 -0.2 0.0 -0.2
C 1.2388 -1.1506 -0.9665 -0.1 -0.9 0.1
C 2.5422 -1.3531 -0.5017 -0.4 -0.2 0.5
C 2.7884 -0.9125 0.7786 0.0 0.3 0.4
C 1.7839 -0.3428 1.5933 0.2 -0.7 -0.4
C 0.4685 -0.3159 1.1767 0.8 -0.1 0.5
C 0.1878 -0.7472 -0.1263 -0.3 1.2 0.2
H -2.3221 0.1906 0.5209 -0.2 -0.2 0.1
H -2.7648 -1.4568 -0.0970 -0.5 0.3 0.4
H -3.0875 0.0088 -1.0480 0.0 0.0 -0.2
H -1.2689 -1.3058 -3.0254 -0.1 -0.1 0.2
H 1.0856 -2.0454 -2.8825 0.2 0.2 0.0
H 3.2368 -2.0172 -0.9971 0.2 0.4 -0.4
H 3.7613 -1.0157 1.2383 0.2 -0.2 -0.2
H 2.0699 -0.1177 2.6101 -0.2 0.3 0.1
H -0.2523 -0.0208 1.9280 -0.4 0.1 -0.4
C -1.9897 4.1598 1.5939 0.5 -0.1 -0.1
C -1.9906 2.6371 1.4530 0.1 0.3 -0.8
H -2.5992 4.4465 2.4490 0.1 0.2 0.0
H -0.9900 4.5978 1.6726 -0.1 -0.2 0.3
H -2.4019 4.6224 0.6967 -0.2 -0.1 0.0
H -1.6350 2.0697 2.3089 -0.2 0.2 0.3
H -3.0182 2.3902 1.2001 -0.1 -0.6 0.2
H -1.3654 2.2914 0.6211 -0.1 0.2 0.0
```
Positions in Å, forces in eV/Å.

***

Q: LUMO of number 1 (C11H15N)?
A: 0.7 eV